# 1
Density functional theory data (ωB97M-V/def2-TZVPD) for a 2-piece molecular cluster, C2H6FNO2 overall.

Each line ends with the Löwdin charge.
CARTESIAN COORDINATES (ANGSTROEM)
C (-1.19300, -1.49352, 0.54139)  -0.134
O (-1.39105, -0.79086, -0.64693)  -0.221
N (-1.39113, 0.55482, -0.65932)  0.015
F (-2.41422, 0.93575, 0.35071)  -0.149
H (-0.45330, -0.86726, 1.27618)  0.129
H (-0.64520, -2.51746, 0.26060)  0.118
H (-2.13142, -1.86388, 1.02998)  0.082
H (-0.50119, 0.85012, -0.08683)  0.107
C (2.53188, 1.33943, -0.45122)  -0.062
O (1.53812, 0.74767, 0.01146)  -0.046
H (3.51645, 0.98886, -0.32604)  0.055
H (2.53406, 2.11633, -1.29998)  0.108

Net charge: 0
HOMO (eV): -10.144
LUMO level (eV): -0.162
Structure (SMILES): CONF.C=O

# 2
Density functional theory data (ωB97M-V/def2-TZVPD) for C29H23Cl2N3O2Pr as an isolated structure.

Each line ends with the Löwdin charge.
CARTESIAN COORDINATES (ANGSTROEM)
Pr (0.68163, 0.77433, 1.07048)  1.076
C (3.26481, 0.65663, 1.96596)  -0.199
C (2.93281, 2.02935, 1.93181)  -0.187
C (1.95721, 2.26711, 2.92130)  -0.179
C (1.68955, 1.04436, 3.57213)  -0.170
C (2.49959, 0.05014, 2.98401)  -0.187
H (3.99027, 0.16921, 1.33107)  0.108
H (3.35828, 2.76808, 1.26651)  0.120
H (1.47454, 3.21071, 3.12666)  0.126
H (0.97268, 0.89649, 4.36676)  0.123
H (2.52038, -0.99456, 3.26010)  0.115
C (-3.40359, -1.39980, 2.23841)  -0.028
C (-3.22073, -2.75030, 2.00699)  -0.024
C (-1.95982, -3.21139, 1.65957)  0.007
C (-0.91322, -2.30627, 1.55424)  -0.195
N (-1.10352, -0.99092, 1.74176)  0.038
C (-2.32048, -0.55126, 2.08309)  -0.091
C (0.46787, -2.75916, 1.22511)  -0.194
C (0.87637, -4.05337, 1.53029)  0.013
C (2.15485, -4.45078, 1.18025)  -0.021
C (2.98792, -3.54569, 0.54234)  -0.020
C (2.51566, -2.26677, 0.31507)  -0.126
N (1.28704, -1.86793, 0.65468)  0.051
H (-4.36505, -0.99481, 2.51906)  0.122
H (-4.04682, -3.44344, 2.09254)  0.123
H (-1.80126, -4.26089, 1.46008)  0.117
H (-2.40796, 0.52000, 2.22614)  0.116
H (0.21319, -4.72972, 2.04813)  0.118
H (2.49739, -5.45090, 1.40906)  0.122
H (3.99213, -3.81097, 0.24470)  0.119
H (3.14360, -1.52112, -0.15619)  0.097
Cl (-3.44142, -0.66842, -1.47699)  0.781
C (-1.82447, -1.08809, -1.93062)  -0.576
C (-1.56811, -2.33101, -2.48898)  -0.077
C (-0.27888, -2.66326, -2.86970)  -0.048
C (0.76446, -1.77150, -2.66621)  -0.083
C (0.48308, -0.55106, -2.08661)  -0.522
Cl (1.82318, 0.53005, -1.70954)  0.849
C (-0.80509, -0.15824, -1.72573)  -0.351
N (-1.01042, 1.10610, -1.12484)  0.002
C (-0.88253, 2.25933, -2.01590)  -0.193
C (-1.24397, 2.13642, -3.34842)  -0.005
C (-1.14892, 3.22755, -4.19840)  -0.055
C (-0.70637, 4.44314, -3.70661)  -0.055
C (-0.35654, 4.55995, -2.37078)  -0.009
C (-0.42677, 3.47506, -1.50402)  -0.150
C (-0.01046, 3.64841, -0.06312)  -0.043
C (-1.12613, 3.28259, 0.93251)  -0.594
O (-2.10767, 3.97146, 1.03073)  0.123
O (-0.94212, 2.15463, 1.59471)  -0.239
H (-2.38916, -3.01839, -2.63705)  0.116
H (-0.08224, -3.62470, -3.32333)  0.119
H (1.77883, -2.02510, -2.93896)  0.119
H (-1.92083, 1.13180, -0.66989)  0.105
H (-1.60672, 1.18780, -3.72423)  0.121
H (-1.43308, 3.12543, -5.23684)  0.113
H (-0.63678, 5.30274, -4.35885)  0.113
H (-0.01872, 5.51373, -1.98588)  0.123
H (0.23818, 4.69627, 0.10428)  0.139
H (0.94431, 3.12095, 0.12718)  0.084

Net charge: +1
Multiplicity: 3
HOMO (spin up / spin down) (eV): -11.381 / -11.360
⟨S²⟩: 2.003
LUMO level (spin up / spin down) (eV): -3.374 / -3.362

# 3
Density functional theory data (ωB97M-V/def2-TZVPD) for C11H34IN5O8P3 as an isolated structure.

Each line ends with the Löwdin charge.
CARTESIAN COORDINATES (ANGSTROEM)
N (2.69087, 4.49740, 2.37211)  -0.236
P (1.56629, 3.45173, 2.44231)  0.627
N (0.37656, 3.68345, 1.17327)  -0.349
C (-0.14166, 2.53556, 0.56229)  -0.595
N (-0.97166, 1.73118, 1.15774)  0.040
P (-1.63080, 0.19963, 0.38696)  0.890
O (-2.82803, -0.02311, 1.44528)  -0.258
O (-2.40120, 0.75152, -0.91055)  -0.259
N (0.25541, 2.12089, -0.71646)  -0.516
I (-0.42004, 3.34404, -2.21875)  1.106
C (1.72300, 1.85856, -0.79853)  -0.226
C (2.09472, 0.42512, -0.36457)  -0.220
O (3.14119, 0.42476, 0.59306)  -0.058
P (-0.76560, 4.96266, 1.71901)  0.802
N (-1.53571, 5.35607, 0.26931)  -0.183
O (-2.02896, 4.18315, 2.42320)  -0.289
H (2.76961, 5.03518, 3.22819)  -0.010
H (0.86210, 3.37695, 3.66105)  0.009
H (2.00676, 2.16626, 2.11507)  0.006
H (-1.26568, 1.94753, 2.10141)  0.102
H (-3.37396, 0.76832, 1.55881)  0.079
H (-2.67407, 1.67788, -0.85106)  0.040
H (2.02586, 1.98888, -1.83197)  0.084
H (2.29818, 2.56643, -0.19806)  0.105
H (2.45696, -0.10064, -1.24762)  0.113
H (1.22917, -0.13336, -0.00818)  0.086
H (2.78241, 0.22035, 1.45632)  0.071
H (-1.91510, 6.28899, 0.42873)  0.051
H (-0.81577, 5.48030, -0.44084)  -0.041
H (-1.74409, 3.71794, 3.21711)  0.040
C (5.19927, -2.23280, -6.47061)  -0.106
O (6.10721, -1.67997, -5.53340)  -0.186
C (5.81237, -0.34390, -5.17296)  -0.208
C (5.11377, -0.26580, -3.83422)  -0.206
O (3.82527, -0.86716, -3.86835)  -0.207
C (3.80639, -2.17865, -3.32956)  -0.112
H (5.35679, -3.30949, -6.48263)  0.091
H (4.16107, -2.03014, -6.19685)  0.082
H (5.39323, -1.83773, -7.47291)  0.091
H (5.21002, 0.14274, -5.94650)  0.127
H (6.76419, 0.19091, -5.09984)  0.128
H (4.97322, 0.78814, -3.57249)  0.121
H (5.73186, -0.72748, -3.05863)  0.129
H (3.84461, -2.13705, -2.23404)  0.082
H (4.63675, -2.78710, -3.69108)  0.088
H (2.87208, -2.64956, -3.63128)  0.090
C (-4.29142, -4.88356, 2.55420)  -0.103
O (-3.77298, -3.78633, 3.28840)  -0.187
C (-4.09290, -2.52544, 2.72995)  -0.227
C (-5.25099, -1.86870, 3.45011)  -0.214
O (-6.45721, -2.58329, 3.28115)  -0.185
C (-6.79782, -3.39966, 4.39090)  -0.100
H (-4.21500, -5.76590, 3.18612)  0.092
H (-5.33872, -4.73097, 2.28564)  0.086
H (-3.70396, -5.04955, 1.64485)  0.089
H (-4.31278, -2.61838, 1.66113)  0.126
H (-3.21068, -1.89545, 2.84170)  0.095
H (-5.40921, -0.87020, 3.02317)  0.117
H (-5.01606, -1.74897, 4.51280)  0.129
H (-7.18983, -2.78899, 5.21066)  0.090
H (-5.94101, -3.97555, 4.74606)  0.085
H (-7.57435, -4.08766, 4.06382)  0.092

Net charge: +1
HOMO (eV): -10.958
LUMO level (eV): -5.034

# 4
Density functional theory data (ωB97M-V/def2-TZVPD) for a 5-piece molecular cluster, C9H17Cl11 overall.

Each line ends with the Löwdin charge.
CARTESIAN COORDINATES (ANGSTROEM)
Cl (25.07480, 3.48294, 4.65197)  0.554
C (24.70177, 4.51496, 6.06550)  -1.611
Cl (23.09672, 5.08763, 5.81680)  0.574
Cl (25.81036, 5.77429, 6.38778)  0.606
H (24.78249, 3.95548, 6.99747)  -0.023
Cl (24.45271, 1.15854, 1.32808)  0.526
C (23.90124, 0.42371, 2.87915)  -0.658
C (24.54470, -0.94886, 3.00248)  -0.639
Cl (26.31900, -0.77129, 3.18965)  0.521
H (22.82788, 0.27000, 2.76793)  0.035
H (24.07921, 1.15166, 3.67068)  0.000
H (24.34924, -1.67437, 2.21284)  0.074
H (24.24334, -1.41715, 3.93950)  0.065
Cl (28.91626, 1.84965, 2.43239)  0.517
C (27.61156, 2.96949, 1.93433)  -0.642
C (28.26458, 4.33936, 1.53114)  -0.710
Cl (28.77687, 5.30926, 2.87495)  0.570
H (26.93004, 3.13137, 2.76945)  -0.007
H (27.01109, 2.50555, 1.15185)  0.034
H (27.50001, 4.85580, 0.95077)  0.065
H (29.07683, 4.34977, 0.80434)  0.063
Cl (19.38934, 3.64591, 3.91703)  0.520
C (20.68332, 4.34144, 2.90136)  -0.666
C (20.57013, 3.87698, 1.45074)  -0.637
Cl (20.86956, 2.12397, 1.28927)  0.537
H (21.62806, 4.16566, 3.41584)  0.028
H (20.62256, 5.42971, 2.90937)  0.073
H (21.38593, 4.30978, 0.87173)  0.068
H (19.58800, 4.15203, 1.06619)  0.073
Cl (21.60160, 1.16232, 5.51483)  0.563
C (21.54058, 1.01848, 7.28708)  -0.649
C (22.62055, 1.84687, 7.92221)  -0.671
Cl (24.20138, 1.22775, 7.46563)  0.587
H (21.62053, -0.02394, 7.59542)  0.072
H (20.49613, 1.18791, 7.54885)  0.074
H (22.60262, 1.83223, 9.01196)  0.075
H (22.55123, 2.90805, 7.68309)  0.040

Net charge: 0
HOMO (eV): -10.255
LUMO level (eV): 0.428
Structure (SMILES): ClC(Cl)Cl.ClCCCl.ClCCCl.ClCCCl.ClCCCl

# 5
Density functional theory data (ωB97M-V/def2-TZVPD) for one molecule with the formula C3H4N2O.

Each line ends with the Löwdin charge.
CARTESIAN COORDINATES (ANGSTROEM)
N (1.86409, 0.04220, -0.46460)  0.166
C (0.62401, 0.10423, 0.09741)  -0.483
N (-0.09794, 1.16952, 0.18204)  0.112
C (-1.38051, 0.64131, 0.17680)  -0.148
C (-1.36348, -0.69476, 0.29630)  -0.107
O (-0.03096, -1.08623, 0.30233)  0.044
H (2.47903, 0.83258, -0.34507)  0.108
H (2.27468, -0.86864, -0.53157)  0.097
H (-2.20444, 1.27204, -0.10207)  0.101
H (-2.16447, -1.41225, 0.38844)  0.110

Net charge: 0
HOMO (eV): -8.272
LUMO level (eV): 0.919
Structure (SMILES): Nc1ncco1

Q: Which maximum force values were calculated for the entries above? A: 3.78, 0.57, 1.61, 2.25, 0.89, in eV/A.
Q: Which calculated total energy values were calculated for the entries above? A: -384.709304, -2871.003828, -2636.652724, -5415.222708, -301.447953, in hartree.
Q: Which energy above the lowest of the compared OMol25 structures with the same formula, charge and spin values were calculated for the entries above? A: 251.2, 0.0, 49.1, 25.3, 103.1, in kJ/mol.